Entry 1:
DFT (ωB97M-V/def2-TZVPD) results for a cluster of 13 separate species, H26O13 in total at a distorted geometry.

Relative energy (zero: lowest compared OMol25 entry of this formula, charge and spin): 811.7 kJ/mol
Charge: 0
LUMO: 0.155 eV
Highest occupied orbital energy: -7.7 eV
Kohn-Sham gap: 7.81 eV
Strongest force on any atom: 0.131 hartree/bohr

Geometry as XYZ:
```
39
Properties=species:S:1:pos:R:3:forces:R:3:lowdin_charge:R:1
H -0.857115 -0.201115 0.578548 0.276 0.238 0.615 0.05
H 0.180146 0.113585 -0.486860 -0.002 0.239 0.207 0.04
H 3.757046 1.364982 -2.259788 0.390 -0.520 0.063 0.07
H 2.549804 0.639294 -1.688837 0.319 0.213 -0.053 0.04
H -5.312341 0.866015 0.393140 0.092 -0.039 0.004 0.04
H -5.263303 1.478689 -0.996920 0.031 -0.064 -0.014 0.04
H -1.070351 3.245857 3.767809 0.088 -0.009 -0.066 0.03
H -1.386812 4.085822 2.541289 0.109 -0.059 -0.026 0.03
H 3.994956 -1.285790 -1.281090 0.044 0.078 -0.050 0.04
H 2.567650 -1.676770 -1.627464 -0.015 -0.141 -0.111 0.03
H -2.310105 2.155150 -0.456449 -0.258 0.143 -0.036 0.04
H -1.549477 1.949931 -1.756207 -0.070 0.082 -0.095 0.05
H -1.911587 -0.394537 -2.452357 -0.128 -0.278 0.116 0.04
H -0.414843 -0.552638 -2.664025 0.021 0.019 -0.370 0.05
H -2.871011 -1.859099 0.035007 0.141 0.130 0.015 -0.02
H -3.968636 -1.420719 -0.920548 0.089 0.083 0.099 0.02
H 3.452411 -2.866852 1.679914 0.121 -0.074 0.159 0.03
H 3.460059 -1.357905 1.498085 0.039 0.485 0.297 -0.02
H 0.750073 -2.643124 0.429158 -0.243 0.096 -0.032 0.03
H 0.118605 -2.671056 1.811369 0.200 -0.048 -0.046 0.04
H 3.087494 1.472869 1.650270 -0.091 -0.096 -0.122 0.05
H 4.480468 1.010666 1.255261 -0.097 -0.021 -0.023 0.05
H 0.711599 2.833416 -1.217098 -0.752 -0.091 0.177 0.04
H 2.105219 2.771952 -1.820494 -0.454 -0.280 0.338 0.06
H -3.739205 -2.540095 2.036568 -0.003 0.023 -0.064 0.06
H -2.288237 -2.170452 2.297523 0.026 0.052 -0.156 0.04
O -0.743806 -0.137658 -0.376504 2.675 -1.522 5.989 -0.17
O 3.137334 1.384891 -1.521851 5.466 -2.474 -0.714 -0.12
O -4.758678 0.921304 -0.393874 -0.186 0.143 0.013 -0.04
O -0.685896 3.558787 2.941214 -0.176 0.065 0.099 -0.06
O 3.413573 -1.452785 -2.031488 -0.143 -0.128 0.135 -0.04
O -1.550866 1.691697 -0.827605 -1.348 3.358 -0.754 -0.06
O -1.133950 -0.829801 -2.085186 -0.360 -1.768 -6.126 -0.11
O -3.069553 -1.767644 -0.903719 -0.925 -0.360 -0.316 -0.06
O 3.680626 -2.047849 2.133944 -0.179 -0.468 -0.339 -0.07
O -0.103854 -2.689502 0.873733 0.068 -0.284 0.415 -0.04
O 3.678229 0.712824 1.698761 0.099 0.110 -0.034 -0.05
O 1.435055 2.222836 -1.398188 -4.806 3.268 0.254 -0.11
O -3.082277 -1.860609 1.847537 -0.058 -0.103 0.554 -0.04
```
Forces are in eV/Å.

***

Entry 2:
DFT (ωB97M-V/def2-TZVPD) results for a cluster of 13 separate species, H26O13 in total at a distorted geometry.

Relative energy (zero: lowest compared OMol25 entry of this formula, charge and spin): 311.1 kJ/mol
Charge: 0
LUMO: -1.000 eV
Highest occupied orbital energy: -9.7 eV
Kohn-Sham gap: 8.69 eV
Strongest force on any atom: 0.075 hartree/bohr

Geometry as XYZ:
```
39
Properties=species:S:1:pos:R:3:forces:R:3:lowdin_charge:R:1
O -0.008466 -2.268123 -2.130814 -0.736 0.265 1.126 -0.01
H 0.837578 -2.398143 -2.509739 1.536 -0.296 -0.743 0.02
H -0.627940 -2.133370 -2.828547 -0.664 0.172 -0.769 0.05
O 1.405655 -1.423721 2.761098 0.645 -0.571 0.565 -0.05
H 1.027555 -2.298791 2.622279 -0.123 -0.007 -0.024 0.04
H 1.264351 -0.996200 1.927886 -0.496 0.411 -0.536 -0.03
O 2.254217 -0.482113 -0.080369 1.393 -0.591 0.999 -0.02
H 2.718123 0.150637 -0.589865 0.127 1.658 -1.695 0.06
H 3.030651 -0.651810 0.482392 -0.740 -0.776 0.904 0.11
O 0.533629 -3.587722 0.135787 1.110 -1.675 3.309 -0.01
H 0.040849 -4.333616 -0.157398 -0.631 -0.857 -0.237 0.03
H 0.460732 -2.986155 -0.540041 -0.478 2.297 -2.552 -0.08
O 0.336154 2.749276 0.653519 2.343 -1.369 -1.140 -0.02
H -0.195103 3.425323 0.981011 -1.383 1.970 0.932 0.04
H 1.002370 3.168063 0.076418 -0.329 -0.184 0.544 0.10
O -0.642777 0.722102 -3.261348 0.188 0.632 -0.661 -0.05
H 0.147872 1.275841 -3.310508 -0.083 -0.309 -0.246 0.04
H -0.590290 0.310090 -2.399484 0.097 -0.515 0.841 -0.02
O 0.575042 1.401094 3.119482 0.025 0.304 0.334 -0.04
H 0.827974 1.833332 2.298411 0.010 0.037 -0.132 0.01
H -0.055347 2.008712 3.521615 0.109 0.046 0.185 0.06
O -1.449514 -0.384080 2.413451 0.977 -0.758 2.002 -0.04
H -0.884327 0.327412 2.739496 0.387 -0.515 0.323 -0.02
H -1.802252 0.017781 1.666377 -1.553 0.754 -2.165 -0.07
O -0.268807 0.220216 -0.481083 -1.166 1.041 -0.366 -0.05
H 0.625423 -0.045161 -0.347176 0.867 -0.670 0.339 -0.02
H -0.339123 1.077427 -0.023972 -0.237 -0.394 -0.086 0.02
O -1.398834 2.923937 -1.479124 -0.831 0.305 -0.262 -0.02
H -0.666986 3.413057 -1.156744 0.593 1.199 0.597 -0.01
H -0.909634 2.223651 -1.894342 -0.411 -1.197 -0.832 -0.02
O -2.856691 -0.869897 -0.156834 0.267 -0.882 -0.119 -0.05
H -2.996676 0.066369 -0.253317 0.239 0.293 -0.129 -0.01
H -1.886208 -0.992612 -0.157083 -0.611 0.275 -0.030 0.02
O 2.907795 -2.694901 -1.630259 -0.076 0.223 -2.119 -0.05
H 2.854733 -1.849114 -1.178605 -0.053 -0.785 0.870 -0.01
H 3.111987 -3.485397 -1.143027 -0.054 0.248 0.953 0.05
O -2.715607 1.907497 0.985319 1.308 -0.693 1.954 0.00
H -2.289835 2.757276 0.987164 -0.182 0.410 -0.461 0.03
H -3.378271 1.901833 0.337970 -1.384 0.504 -1.472 0.03
```
Forces are in eV/Å.

***

Entry 3:
DFT (ωB97M-V/def2-TZVPD) results for a cluster of 13 separate species, H26O13 in total at a distorted geometry.

Relative energy (zero: lowest compared OMol25 entry of this formula, charge and spin): 242.9 kJ/mol
Charge: 0
LUMO: -1.004 eV
Highest occupied orbital energy: -9.3 eV
Kohn-Sham gap: 8.31 eV
Strongest force on any atom: 0.065 hartree/bohr

Geometry as XYZ:
```
39
Properties=species:S:1:pos:R:3:forces:R:3:lowdin_charge:R:1
O -20.994045 -2.506771 -13.270775 -0.649 0.567 -0.489 -0.04
H -21.562671 -2.379638 -12.510881 -0.301 -0.215 0.098 0.01
H -20.342057 -3.127040 -12.961098 0.603 -0.639 0.109 0.00
O -17.888221 0.887423 -8.696914 -0.430 0.734 -0.400 -0.02
H -17.834032 -0.017998 -8.963246 -0.004 -1.283 -0.397 -0.01
H -17.148507 1.005367 -8.124838 0.725 0.386 0.801 0.05
O -20.574210 0.765252 -9.592663 -1.010 -0.539 2.812 -0.01
H -19.679379 0.898284 -9.291017 0.502 0.458 0.063 -0.02
H -20.555958 0.699584 -10.506297 0.215 -0.009 -2.820 -0.05
O -17.293201 0.430191 -14.102033 0.634 -1.049 -0.541 -0.02
H -16.906428 -0.079955 -13.382088 -0.011 -0.475 -0.377 -0.01
H -17.512733 1.219268 -13.653864 -0.680 1.738 0.490 0.00
O -16.028390 -0.751669 -11.898632 0.157 0.637 0.192 -0.03
H -15.760395 -1.377023 -11.235282 0.257 -0.358 0.572 0.06
H -15.874241 0.114944 -11.512483 0.185 0.083 0.010 0.07
O -21.898542 -2.292766 -10.612178 0.527 -2.545 0.391 0.01
H -22.041817 -1.391326 -10.664143 -0.709 3.225 -0.506 0.01
H -21.573377 -2.352051 -9.716579 0.022 -0.434 0.466 0.05
O -20.926792 0.950299 -12.794823 -0.613 -1.029 -0.128 0.00
H -20.104487 1.277166 -12.491498 2.148 0.159 -0.338 -0.03
H -21.390116 1.636860 -12.364540 -2.130 1.239 0.426 0.04
O -18.527486 1.787242 -11.589319 1.127 -2.025 0.201 -0.10
H -18.646657 0.782259 -11.748508 0.297 1.355 0.042 0.03
H -17.680836 1.768410 -11.086723 -1.026 0.465 -0.246 0.05
O -19.239113 -4.046782 -11.762425 -0.971 0.383 -0.242 -0.02
H -18.405929 -4.440155 -11.584605 1.326 -0.489 -0.157 0.04
H -19.708859 -4.038129 -10.935792 -0.469 -0.084 0.430 0.04
O -18.952020 -0.939384 -12.219629 -0.526 0.927 -0.487 -0.07
H -19.903294 -1.050835 -12.386422 -0.005 0.052 -0.753 0.03
H -18.880355 -1.330853 -11.369824 0.612 -0.893 1.476 0.00
O -18.448729 -1.850278 -9.558755 0.617 1.314 -0.800 0.00
H -19.260406 -1.833028 -9.084958 -1.100 0.008 0.743 0.05
H -18.011447 -2.660374 -9.378560 0.511 -1.198 0.311 0.06
O -17.104458 -2.847102 -13.257081 0.469 -1.367 -0.263 -0.03
H -17.922239 -2.358638 -13.225213 -0.445 0.518 0.075 -0.01
H -16.475685 -2.335274 -12.760051 0.017 0.316 -0.262 -0.02
O -19.768886 -0.690335 -15.076857 0.651 0.556 -0.676 -0.07
H -19.051823 -0.458620 -14.462355 -0.292 -0.144 -0.362 -0.02
H -20.389302 -1.264564 -14.642896 -0.232 -0.345 0.537 -0.02
```
Forces are in eV/Å.

***

highest occupied orbital energy of number 1 (H26O13)? -7.7 eV

***

Among the records above, which one has the lowest highest occupied orbital energy? number 2

***

Which of these has the highest Kohn-Sham gap? number 2